one.
C8H16Si | the ωB97M-V functional and the def2-TZVPD basis

Orbital gap   7.1637 eV
LUMO level   -0.538 eV
Charge   0
Highest occupied orbital energy   -7.702 eV

```
25
Properties=species:S:1:pos:R:3:lowdin_charge:R:1
C -1.2468 2.5279 -0.4124 -0.11
C -4.4999 -1.0703 0.5219 -0.09
C -0.3887 2.1089 0.5083 -0.37
C -3.5609 -1.3501 -0.3259 -0.09
C 2.8730 0.4440 1.0052 -0.08
C 1.8125 -1.7332 0.3052 -0.21
C 1.9328 0.0438 -1.3564 -0.15
C 1.7353 -0.2285 0.1256 -0.79
Si 0.0173 0.2820 0.8452 0.91
H -1.5488 3.5352 -0.4964 0.03
H -1.7218 1.8301 -1.0886 0.03
H -5.4398 -1.7543 0.5069 0.09
H -4.6430 -0.3585 1.2088 0.00
H 0.1363 2.9161 1.0228 0.04
H -3.6468 -2.3353 -0.7741 0.05
H 2.4915 1.1884 1.6588 0.03
H 3.4431 -0.4009 1.5821 0.10
H 3.6141 0.8431 0.2080 0.10
H 2.7868 -2.1740 0.0589 0.08
H 1.0451 -2.2442 -0.4035 0.09
H 1.3292 -2.2056 1.2433 0.08
H 2.9169 -0.2890 -1.6784 0.07
H 1.0931 -0.1086 -2.0175 0.06
H 2.2494 1.1615 -1.6673 0.12
H -2.7800 -0.6284 -0.5806 0.02
```



two.
C8H16Si | the ωB97M-V functional and the def2-TZVPD basis

Orbital gap   10.5362 eV
LUMO level   0.986 eV
SMILES   C/C=C/[Si](C)(C)C.C#C
Charge   0
Highest occupied orbital energy   -9.550 eV

```
25
Properties=species:S:1:pos:R:3:lowdin_charge:R:1
C -1.5262 -1.9943 -1.6885 -0.11
C -1.0287 -1.1661 -0.5480 -0.27
C 0.2476 -0.9700 -0.2405 -0.17
Si 0.8852 0.0682 1.2091 0.56
C 1.2326 1.8260 0.5441 -0.19
C -0.3537 0.1462 2.6643 -0.17
C 2.5157 -0.6812 1.8617 -0.19
H -0.7022 -2.4828 -2.2051 0.07
H -2.2184 -2.7547 -1.3217 0.07
H -2.0734 -1.3804 -2.4055 0.06
H -1.8096 -0.7124 0.0520 0.09
H 0.9913 -1.4435 -0.8748 0.06
H 1.6419 2.4701 1.3164 0.02
H 1.9475 1.7971 -0.2724 0.02
H 0.3293 2.2955 0.1650 0.02
H -1.3404 -0.2014 2.3795 0.01
H -0.0226 -0.4699 3.4964 0.02
H -0.4608 1.1622 3.0346 0.02
H 2.4006 -1.7276 2.1278 0.02
H 3.3073 -0.6127 1.1212 0.02
H 2.8512 -0.1537 2.7497 0.02
C -0.7916 1.7002 -4.6072 0.00
C -0.9854 1.3266 -3.4897 0.00
H -0.6439 2.0419 -5.5889 0.01
H -1.1111 0.9902 -2.5020 -0.01
```



Stability, descending: two, one